(1)
{"formula": "C4H4OS", "method": "ωB97M-V/def2-TZVPD", "homo_energy_ev": -9.08, "homo_lumo_gap_ha": 0.273, "energy_ev": -17092.98534, "smiles": "O=C/C=C/C=S", "e_above_lowest_kj_mol": 208.4, "spin_multiplicity": 1, "symbols": ["S", "O", "C", "C", "C", "C", "H", "H", "H", "H"], "coordinates": [[-2.10, -0.99, -1.73], [1.80, 0.92, 1.15], [-0.49, -1.26, -1.33], [0.62, 1.19, 1.38], [-0.34, 0.32, 0.60], [0.20, -0.47, -0.34], [0.19, 2.17, 1.77], [1.28, -0.30, -0.57], [-1.40, 0.30, 0.86], [0.22, -1.89, -1.80]], "lowdin_charge": [0.657, 0.004, -0.585, -0.208, -0.066, -0.199, 0.133, 0.131, 0.095, 0.037]}

(2)
{"formula": "C4H4OS2", "method": "ωB97M-V/def2-TZVPD", "homo_energy_ev": -9.35, "homo_lumo_gap_ha": 0.324, "energy_ev": -27928.00971, "smiles": "C#C[C@@H](O)C(=S)S", "e_above_lowest_kj_mol": 207.8, "spin_multiplicity": 1, "symbols": ["S", "S", "O", "C", "C", "C", "C", "H", "H", "H", "H"], "coordinates": [[-0.88, 1.94, -1.59], [-1.54, 1.46, 1.22], [1.56, 0.32, -1.14], [0.70, 0.24, -0.08], [0.11, -1.11, 0.16], [-0.26, -2.24, 0.35], [-0.53, 1.20, -0.19], [1.34, 0.43, 0.80], [1.07, 0.51, -1.94], [-0.66, -3.24, 0.43], [-0.92, 0.50, 1.98]], "lowdin_charge": [0.721, 0.776, -0.028, -0.511, -0.108, 0.131, -1.127, 0.158, 0.037, 0.046, -0.095]}

(3)
{"formula": "C4H4OS2", "method": "ωB97M-V/def2-TZVPD", "homo_energy_ev": -8.41, "homo_lumo_gap_ha": 0.305, "energy_ev": -27928.01443, "smiles": "S=C1CSC=CO1", "e_above_lowest_kj_mol": 207.3, "spin_multiplicity": 1, "symbols": ["S", "S", "O", "C", "C", "C", "C", "H", "H", "H", "H"], "coordinates": [[2.03, 1.96, 0.85], [0.10, -0.51, -1.62], [0.37, -0.10, 1.27], [0.04, 0.97, -0.89], [-0.39, -1.15, 1.03], [-0.62, -1.37, -0.29], [0.80, 0.84, 0.50], [0.50, 2.04, -1.27], [-1.02, -2.30, -0.68], [-0.81, -1.69, 1.81], [-0.99, 1.32, -0.70]], "lowdin_charge": [0.647, 0.955, -0.049, -0.604, -0.148, -0.364, -0.829, 0.133, 0.060, 0.112, 0.089]}

(4)
{"formula": "C4H4OS2", "method": "ωB97M-V/def2-TZVPD", "homo_energy_ev": -8.99, "homo_lumo_gap_ha": 0.297, "energy_ev": -27929.13105, "smiles": "O=C1CCC(=S)S1", "e_above_lowest_kj_mol": 99.6, "spin_multiplicity": 1, "symbols": ["S", "S", "O", "C", "C", "C", "C", "H", "H", "H", "H"], "coordinates": [[0.34, -1.15, 0.14], [-2.61, -0.13, -0.10], [2.95, -0.36, -0.28], [1.79, -0.03, -0.04], [-0.90, 0.02, 0.12], [-0.28, 1.42, -0.09], [1.20, 1.33, 0.27], [1.15, 1.44, 1.28], [-0.99, 2.20, 0.31], [1.98, 1.84, -0.38], [-0.34, 1.33, -1.27]], "lowdin_charge": [1.006, 0.573, 0.045, -0.602, -1.101, -0.270, -0.187, 0.093, 0.129, 0.156, 0.156]}

(5)
{"formula": "C4H4OS2", "method": "ωB97M-V/def2-TZVPD", "homo_energy_ev": -9.37, "homo_lumo_gap_ha": 0.339, "energy_ev": -27926.63418, "smiles": "O=C1S[C@@H]2C[C@H]2S1", "e_above_lowest_kj_mol": 340.5, "spin_multiplicity": 1, "symbols": ["S", "S", "O", "C", "C", "C", "C", "H", "H", "H", "H"], "coordinates": [[-0.96, 1.74, -0.17], [-1.03, -1.50, -0.07], [-3.19, 0.00, 0.22], [-2.01, 0.00, -0.17], [0.37, 0.77, 0.37], [0.34, -0.50, -0.48], [1.62, -0.08, 0.17], [1.80, -0.90, 0.94], [2.37, 0.00, -0.69], [0.28, -0.07, -1.45], [0.40, 0.54, 1.34]], "lowdin_charge": [0.911, 0.989, -0.070, -0.751, -0.668, -0.693, -0.101, 0.138, 0.129, 0.077, 0.039]}

(6)
{"formula": "C4H4OSe", "method": "ωB97M-V/def2-TZVPD", "homo_energy_ev": [-7.59, -7.58], "homo_lumo_gap_ha": [0.121, 0.120], "energy_ev": -71598.68893, "e_above_lowest_kj_mol": 620.4, "spin_multiplicity": 1, "symbols": ["Se", "O", "C", "C", "C", "C", "H", "H", "H", "H"], "coordinates": [[1.65, -2.40, -2.84], [0.22, -0.54, 0.12], [-0.55, 0.83, 1.70], [0.40, 0.69, 0.76], [-1.20, -0.41, 1.84], [-0.72, -1.14, 0.83], [-0.78, 1.69, 2.39], [1.05, 1.46, 0.21], [1.46, -1.07, -2.06], [-2.00, -0.59, 2.59]], "lowdin_charge": [0.326, -0.082, -0.119, -0.121, -0.121, -0.005, 0.131, 0.147, -0.272, 0.117]}